The following is a DFT calculation (ωB97M-V/def2-TZVPD) of the molecule C18H18N2O6.

Output
E_tot: -34221.54653 eV
HOMO energy: -8.2 eV
SMILES: COc1ccc(/C=N\NC(=O)COc2ccccc2)c(C(=O)O)c1OC

Geometry as ORCA input:
```
! wB97M-V def2-TZVPD RIJCOSX def2/J DEFGRID3
* xyz 0 1
C 4.533 3.333 -2.084
H 3.711 4.047 -1.971
O 4.309 2.162 -1.336
C 3.177 1.435 -1.577
C 2.287 1.723 -2.604
C 1.177 0.936 -2.838
C 0.894 -0.151 -2.022
C 1.786 -0.453 -0.986
C 2.926 0.318 -0.752
O 3.747 -0.146 0.224
C 4.560 0.747 0.960
H 5.446 1.045 0.396
H 4.859 0.190 1.847
H 4.003 1.636 1.260
C 1.551 -1.627 -0.103
O 1.483 -1.609 1.099
O 1.399 -2.757 -0.808
H 1.247 -3.507 -0.211
C -0.326 -0.921 -2.268
N -1.218 -1.362 -1.479
N -1.215 -1.120 -0.136
C -0.875 0.016 0.528
O -0.413 1.014 0.021
C -1.140 -0.108 2.030
O -2.240 -0.924 2.357
C -3.502 -0.444 2.112
C -4.549 -1.224 2.600
C -5.857 -0.835 2.399
C -6.139 0.335 1.710
C -5.100 1.106 1.224
C -3.782 0.725 1.417
H -2.991 1.340 1.016
H -5.309 2.016 0.682
H -7.162 0.640 1.554
H -6.660 -1.446 2.782
H -4.309 -2.130 3.136
H -1.233 0.896 2.460
H -0.264 -0.602 2.464
H -1.785 -1.788 0.372
H -0.538 -1.142 -3.309
H 0.502 1.191 -3.640
H 2.464 2.569 -3.248
H 4.684 3.112 -3.145
H 5.445 3.766 -1.676
*
```

Per-atom Mulliken charges, elementary charge units: number 1, C, carries -0.985; number 2, H, carries 0.387; number 3, O, carries -0.412; number 4, C, carries 1.307; number 5, C, carries -0.584; number 6, C, carries -1.511; number 7, C, carries 0.317; number 8, C, carries 0.979; number 9, C, carries 0.908; number 10, O, carries -0.489; number 11, C, carries -0.852; number 12, H, carries 0.257; number 13, H, carries 0.296; number 14, H, carries 0.337; number 15, C, carries -0.188; number 16, O, carries -0.582; number 17, O, carries -0.461; number 18, H, carries 0.399; number 19, C, carries -0.655; number 20, N, carries -1.107; number 21, N, carries 0.543; number 22, C, carries 0.735; number 23, O, carries -0.629; number 24, C, carries -0.769; number 25, O, carries -0.540; number 26, C, carries 0.668; number 27, C, carries -0.522; number 28, C, carries -0.381; number 29, C, carries -0.503; number 30, C, carries -0.718; number 31, C, carries -0.226; number 32, H, carries 0.449; number 33, H, carries 0.368; number 34, H, carries 0.378; number 35, H, carries 0.371; number 36, H, carries 0.402; number 37, H, carries 0.393; number 38, H, carries 0.353; number 39, H, carries 0.340; number 40, H, carries 0.448; number 41, H, carries 0.448; number 42, H, carries 0.417; number 43, H, carries 0.362; number 44, H, carries 0.252



The following is a DFT calculation (ωB97M-V/def2-TZVPD) of a structure of composition C7H19Br2N5O10 at a distorted geometry.

Output
E_tot: -175551.54616 eV
HOMO energy: -9.0 eV

Geometry as ORCA input:
```
! wB97M-V def2-TZVPD RIJCOSX def2/J DEFGRID3
* xyz 0 1
Br 2.421 1.168 -2.002
C 0.835 1.262 -0.940
C 1.049 0.811 0.407
Br -0.739 0.797 1.211
H 0.065 0.690 -1.458
H 0.583 2.319 -1.024
H 1.668 1.586 0.861
H 1.487 -0.174 0.568
C -0.727 -1.121 2.968
N -0.599 -2.553 2.585
O 0.423 -2.822 2.037
O -1.510 -3.343 2.833
H 0.252 -0.696 3.190
H -1.350 -1.146 3.861
H -1.214 -0.518 2.201
C 2.441 -3.105 1.574
N 3.084 -1.697 1.600
O 4.276 -1.651 1.897
O 2.391 -0.780 1.212
H 2.345 -3.434 2.609
H 3.086 -3.722 0.949
H 1.398 -3.013 1.271
C -0.182 -2.306 0.079
N -0.362 -2.690 -1.350
O -0.083 -1.909 -2.228
O -0.812 -3.816 -1.497
H -1.180 -2.063 0.442
H 0.375 -1.369 0.060
H 0.295 -3.019 0.752
C -2.293 1.391 -3.627
N -2.359 1.428 -2.089
O -3.424 1.333 -1.566
O -1.279 1.579 -1.511
H -1.311 1.619 -4.041
H -3.032 2.104 -3.993
H -2.493 0.390 -4.008
C -0.173 4.194 -1.087
N -0.986 3.810 0.144
O -1.701 2.840 -0.033
O -0.768 4.476 1.136
H 0.825 4.453 -0.731
H -0.463 5.211 -1.351
H -0.257 3.485 -1.911
*
```

Per-atom Mulliken charges, elementary charge units: number 1, Br, carries -0.123; number 2, C, carries 0.785; number 3, C, carries -0.207; number 4, Br, carries 0.082; number 5, H, carries 0.229; number 6, H, carries -0.890; number 7, H, carries 0.662; number 8, H, carries -0.092; number 9, C, carries -1.094; number 10, N, carries 0.813; number 11, O, carries -0.376; number 12, O, carries -0.569; number 13, H, carries 0.282; number 14, H, carries 0.369; number 15, H, carries 0.304; number 16, C, carries -1.541; number 17, N, carries 0.802; number 18, O, carries -0.561; number 19, O, carries -0.403; number 20, H, carries 0.287; number 21, H, carries 0.411; number 22, H, carries 0.627; number 23, C, carries -0.610; number 24, N, carries 1.010; number 25, O, carries -0.588; number 26, O, carries -0.642; number 27, H, carries 0.421; number 28, H, carries -0.236; number 29, H, carries 0.939; number 30, C, carries -0.869; number 31, N, carries 0.580; number 32, O, carries -0.531; number 33, O, carries -0.216; number 34, H, carries 0.322; number 35, H, carries 0.332; number 36, H, carries 0.305; number 37, C, carries -1.109; number 38, N, carries 0.998; number 39, O, carries -0.398; number 40, O, carries -0.622; number 41, H, carries 0.331; number 42, H, carries 0.358; number 43, H, carries 0.427



The following is a DFT calculation (ωB97M-V/def2-TZVPD) of a cluster of 2 separate species, C5H7F3N in total at a distorted geometry.

Output
E_tot: -14931.22499 eV
HOMO energy: -15.1 eV

Geometry as ORCA input:
```
! wB97M-V def2-TZVPD RIJCOSX def2/J DEFGRID3
* xyz 1 1
C -0.903 -0.760 0.879
C 0.608 -0.692 0.759
C 0.749 0.365 -0.471
C -0.698 0.555 -0.977
C -3.932 -0.009 -0.081
N -1.538 -0.203 -0.074
F -4.127 0.343 -1.282
F -4.078 -1.223 0.244
F -4.178 0.850 0.777
H -1.546 -1.412 1.618
H 1.094 -0.329 1.649
H 0.880 -1.656 0.474
H 1.091 1.226 -0.026
H 1.444 0.089 -1.192
H -1.015 1.585 -0.812
H -0.875 0.338 -2.083
*
```

Per-atom Mulliken charges, elementary charge units: number 1, C, carries -0.171; number 2, C, carries -0.528; number 3, C, carries -0.641; number 4, C, carries -0.539; number 5, C, carries 0.959; number 6, N, carries -0.111; number 7, F, carries -0.074; number 8, F, carries -0.081; number 9, F, carries -0.064; number 10, H, carries 0.315; number 11, H, carries 0.328; number 12, H, carries 0.301; number 13, H, carries 0.299; number 14, H, carries 0.374; number 15, H, carries 0.290; number 16, H, carries 0.342